26
Properties=species:S:1:pos:R:3 method="wB97M-V/def2-TZVPD" energy_ev=-22347.7876 total_charge=+1 lumo_ev=-2.72 homo_ev=-12.584 smiles="C[C@@]1(C2=[NH+]CCN2)CCCS1" gap_ha=0.3625
C -0.8492 -0.1349 0.1288
C 2.0283 1.3581 -0.3103
C 1.4928 0.7418 1.0227
C -2.9574 -0.7408 -0.5955
C -2.6634 0.8365 -0.9082
C 2.5064 0.2886 -1.2413
C 0.6388 -0.4424 0.6488
C 0.6691 -1.5904 1.6588
N -1.6739 -1.1092 -0.0118
N -1.3192 1.0215 -0.2772
S 1.2739 -1.0032 -1.0725
H 1.2235 1.9376 -0.7595
H 2.8704 1.8568 0.0371
H 2.3966 0.3919 1.5206
H 1.1118 1.4876 1.7215
H -3.6208 -0.9283 0.1449
H -3.1887 -1.3203 -1.5772
H -2.6426 1.0259 -2.0031
H -3.4429 1.4864 -0.4050
H 2.5700 0.6561 -2.2252
H 3.5348 0.0190 -0.9719
H 1.5533 -2.0660 1.4507
H -0.2037 -2.2946 1.6028
H 0.7105 -1.2523 2.6124
H -1.3257 -1.9120 0.4312
H -0.6928 1.6867 -0.6218

=====

29
Properties=species:S:1:pos:R:3 method="wB97M-V/def2-TZVPD" energy_ev=-19149.0669 total_charge=0 lumo_ev=-0.03 homo_ev=-9.018 smiles="CC[C@H]1N=C(C)N([C@@H](C)O)[C@@H]1[N+](=O)[O-]" gap_ha=0.3301
C 0.2189 -0.8461 -1.0191
C 0.9386 1.1719 -0.3161
C -0.4349 1.0104 0.3738
C 0.2229 -2.1247 -1.7802
C 3.4234 1.3733 0.0394
C -2.0389 -1.3352 1.8382
C 2.0680 1.2328 0.7212
C -1.9256 -1.2742 0.3148
N 1.1164 0.0380 -1.1876
N -0.7457 -0.5843 -0.0920
N -1.4689 1.8542 -0.2134
O -1.8845 1.5634 -1.3128
O -1.7922 2.8246 0.4285
O -3.1032 -0.6872 -0.1757
H 0.9623 2.0821 -0.9268
H -0.4398 1.0819 1.4555
H -0.6713 -2.2043 -2.3951
H 0.2563 -2.9726 -1.0983
H 1.0991 -2.1360 -2.4203
H 3.5410 0.5870 -0.6982
H 4.2232 1.2988 0.7693
H 3.4997 2.3322 -0.4642
H -2.2768 -0.3496 2.2283
H -2.8473 -2.0072 2.1062
H -1.1084 -1.6898 2.2722
H 1.8927 2.0774 1.3910
H 2.0467 0.3118 1.3082
H -1.8205 -2.2986 -0.0863
H -2.9512 -0.3301 -1.0604